DFT (ωB97M-V/def2-TZVPD) results for 2 unconnected molecules or ions with the total composition C4H5NO2 at a distorted geometry.

Element x y z (Å)
C (0.81645, -0.73415, 0.55562)
C (-0.54918, 0.92866, -0.32479)
C (-0.65917, 0.50995, -1.59207)
C (0.22798, -1.20537, 1.62977)
O (1.75416, -0.61278, -0.18165)
N (-0.64658, 1.85613, 0.49292)
O (0.32935, 0.04830, -2.36587)
H (1.15224, -0.03503, -1.83163)
H (-0.73462, 1.57328, 1.46903)
H (-1.64252, 0.42632, -2.04455)
H (0.75589, -1.24320, 2.57186)
H (-0.80399, -1.51211, 1.62135)

Its charge is 0. Its multiplicity is 1. The HOMO-LUMO gap is 0.305 hartree. As for the SMILES: N=C=CO.C=C=O. The value obtained for the LUMO energy is -0.153 eV. The energy above the lowest of the compared OMol25 structures with the same formula, charge and spin is 93.3 kcal/mol.